1.
DFT (wB97M-V/def2-TZVPD) results for 8 unconnected molecules or ions with the total composition C24H62N2O6.

Calculated values
E_HOMO: -7.9 eV
E: -1511.9219 Eh
LUMO level: 0.0185 hartree
ΔE to the lowest compared entry with this formula, charge and spin: 315.1 kcal per mole
frontier orbital gap: 8.37 eV
total charge: 0
SMILES string: CCN(CC)CC.CCN(CC)CC.C1CCOC1.C1CCOC1.CO.CO.CO.CO

Each line ends with the Mulliken charge.
Geometry (Å):
C1 -3.451 -3.326 2.034  -1.856
C2 -2.510 -2.254 1.527  0.021
N1 -2.310 -1.306 2.590  0.220
C3 -0.811 -1.027 2.763  -0.228
C4 0.041 -2.099 3.343  -1.576
C5 -3.230 -0.133 2.505  -0.678
C6 -3.004 0.713 1.219  -0.303
H1 -3.996 -3.892 1.279  0.397
H2 -4.209 -2.864 2.667  0.384
H3 -2.874 -3.966 2.702  0.322
H4 -1.645 -2.755 1.093  0.380
H5 -2.937 -1.718 0.680  0.344
H6 -0.433 -0.889 1.750  -0.242
H7 -0.616 -0.109 3.318  1.234
H8 -0.009 -2.959 2.675  0.202
H9 1.031 -1.650 3.425  0.677
H10 -0.358 -2.410 4.309  0.394
H11 -2.874 0.524 3.299  0.372
H12 -4.251 -0.499 2.614  0.418
H13 -3.396 0.229 0.325  0.646
H14 -1.987 0.987 0.936  -0.092
H15 -3.514 1.677 1.220  0.459
C7 2.403 -0.897 2.454  -1.829
C8 2.771 0.442 1.859  0.387
N2 2.537 1.564 2.723  0.059
C9 2.895 2.909 2.124  0.094
C10 4.373 2.875 1.911  -1.680
C11 1.268 1.687 3.435  -1.312
C12 0.073 1.800 2.504  -0.023
H16 1.409 -1.024 2.883  -0.771
H17 3.052 -1.176 3.285  0.555
H18 2.494 -1.676 1.698  0.422
H19 3.854 0.391 1.741  1.059
H20 2.294 0.559 0.887  -1.339
H21 2.443 3.121 1.155  -0.554
H22 2.632 3.763 2.748  0.560
H23 4.838 3.808 1.593  0.396
H24 4.877 2.630 2.847  0.330
H25 4.702 2.189 1.130  0.386
H26 1.261 2.548 4.104  0.569
H27 1.167 0.925 4.207  0.464
H28 0.214 2.388 1.597  1.001
H29 -0.826 2.102 3.041  0.349
H30 -0.085 0.800 2.100  -0.551
C13 -1.262 0.345 -1.004  -0.433
C14 -0.191 0.709 0.057  0.295
C15 1.114 0.517 -0.685  -0.504
O1 0.772 -0.160 -1.888  -0.703
C16 -0.548 -0.657 -1.865  1.009
H31 -1.479 1.258 -1.560  -0.173
H32 -2.171 -0.057 -0.556  -0.033
H33 -0.246 0.078 0.945  -0.918
H34 -0.188 1.762 0.336  0.828
H35 1.708 -0.204 -0.123  -0.082
H36 1.593 1.484 -0.834  -0.042
H37 -0.376 -1.638 -1.423  -1.012
H38 -1.022 -0.865 -2.824  -0.244
C17 -2.875 0.093 -3.367  1.032
C18 -3.308 1.568 -3.391  -0.845
C19 -1.980 2.249 -3.894  -0.079
O2 -1.362 1.272 -4.777  -0.476
C20 -1.819 0.017 -4.536  0.452
H39 -3.625 -0.698 -3.355  0.451
H40 -2.315 -0.133 -2.460  -1.264
H41 -3.741 1.826 -2.425  0.326
H42 -4.174 1.618 -4.052  0.369
H43 -1.311 2.420 -3.051  0.012
H44 -2.101 3.229 -4.355  0.441
H45 -1.064 -0.750 -4.363  -0.208
H46 -2.304 -0.243 -5.478  0.414
C21 0.586 -2.633 -2.700  0.935
O3 0.773 -2.572 -4.082  -0.617
H47 1.151 -1.886 -2.142  0.098
H48 -0.454 -2.322 -2.611  -1.195
H49 0.523 -3.618 -2.238  0.392
H50 -0.056 -2.313 -4.492  0.308
C22 2.686 3.159 -0.658  -0.924
O4 1.948 3.116 -1.823  -0.498
H51 3.068 4.177 -0.576  0.464
H52 1.994 3.176 0.184  0.444
H53 3.425 2.386 -0.449  0.593
H54 2.568 3.200 -2.550  0.340
C23 3.927 0.253 -1.043  0.119
O5 4.206 -0.915 -0.423  -0.511
H55 3.380 -0.076 -1.927  0.422
H56 3.326 0.838 -0.347  -0.679
H57 4.837 0.762 -1.360  0.449
H58 4.445 -1.489 -1.155  0.381
C24 -1.576 -3.403 -1.291  -0.526
O6 -2.363 -3.000 -2.376  -0.444
H59 -1.078 -4.307 -1.644  0.379
H60 -0.862 -2.660 -0.936  0.578
H61 -2.167 -3.829 -0.480  0.451
H62 -3.311 -3.084 -2.250  0.361



2.
DFT (wB97M-V/def2-TZVPD) results for a molecular structure, C36H51ClN3OP2Pt.

Calculated values
E_HOMO (spin up / spin down): -13.5 / -16.5 eV
E: -2902.9742 Eh
2S+1: 5
LUMO level (spin up / spin down): -0.3199 / -0.4793 hartree
frontier orbital gap (spin up / spin down): 4.78 / 3.49 eV
⟨S²⟩: 6.073
total charge: +3

Each line ends with the Löwdin spin population.
Geometry (Å):
C1 2.119 -2.004 -1.227  0.034
C2 2.019 0.149 -2.168  0.027
C3 3.050 -2.371 -2.211  0.154
C4 2.641 -0.303 -3.383  0.159
C5 3.306 -1.523 -3.301  -0.008
H1 3.470 -3.371 -2.122  0.008
H2 2.878 0.448 -4.150  0.006
H3 4.031 -1.841 -4.056  -0.003
N1 1.615 -0.778 -1.226  0.293
P1 0.000 -2.490 0.657  0.146
P2 1.059 2.017 -0.288  0.145
C6 1.619 -2.954 -0.142  0.007
H4 1.543 -3.943 -0.605  0.001
H5 2.391 -2.986 0.641  -0.001
C7 1.875 1.519 -1.862  0.467
H6 1.945 2.176 -2.728  0.018
C8 -0.453 3.342 -0.302  0.032
C9 2.718 2.771 0.186  0.029
C10 -1.244 -3.272 -0.570  0.029
C11 -0.094 -3.497 2.285  0.017
C12 -1.808 2.818 0.203  0.009
H7 -1.772 2.464 1.239  0.004
H8 -2.546 3.643 0.178  0.001
H9 -2.200 2.015 -0.424  0.000
C13 -0.113 4.529 0.605  0.003
H10 -0.053 4.247 1.664  0.000
H11 0.800 5.047 0.306  0.000
H12 -0.922 5.274 0.536  0.001
C14 -0.648 3.819 -1.745  0.007
H13 -1.437 4.592 -1.766  0.001
H14 0.266 4.266 -2.155  0.001
H15 -0.983 3.008 -2.407  0.001
C15 2.740 3.267 1.630  0.005
H16 2.503 2.488 2.364  0.001
H17 3.772 3.591 1.812  0.002
H18 2.095 4.136 1.794  0.000
C16 3.814 1.693 0.026  0.023
H19 3.650 0.840 0.697  0.000
H20 3.880 1.310 -1.002  0.009
H21 4.786 2.146 0.255  0.001
C17 2.974 3.929 -0.811  0.012
H22 2.693 3.696 -1.849  0.002
H23 2.452 4.852 -0.528  0.000
H24 4.057 4.125 -0.824  0.002
C18 -1.553 -3.548 2.776  0.002
H25 -1.562 -3.989 3.785  0.000
H26 -1.959 -2.529 2.860  0.001
H27 -2.227 -4.154 2.160  0.000
C19 0.685 -2.769 3.387  0.002
H28 1.750 -2.673 3.146  0.000
H29 0.251 -1.784 3.598  0.001
H30 0.612 -3.368 4.310  0.000
C20 0.522 -4.901 2.148  0.008
H31 0.493 -5.384 3.137  0.002
H32 -0.015 -5.561 1.462  0.000
H33 1.574 -4.849 1.835  0.000
C21 -0.827 -3.036 -2.031  0.001
H34 -1.623 -3.422 -2.687  0.000
H35 -0.704 -1.979 -2.270  0.000
H36 0.100 -3.566 -2.281  0.000
C22 -2.629 -2.665 -0.309  0.002
H37 -2.668 -1.600 -0.538  0.000
H38 -3.353 -3.177 -0.959  0.000
H39 -2.955 -2.818 0.723  0.000
C23 -1.373 -4.794 -0.409  0.009
H40 -0.437 -5.320 -0.638  0.000
H41 -1.737 -5.097 0.579  0.000
H42 -2.123 -5.142 -1.140  0.003
Pt1 0.411 -0.119 0.568  0.963
C24 1.424 0.040 2.096  0.112
O1 2.064 0.190 3.061  0.036
N2 -1.071 -0.126 -0.858  0.086
C25 -1.671 0.025 -1.876  0.062
C26 -2.021 0.498 -3.202  0.011
C27 -3.400 0.408 -3.476  0.001
C28 -1.166 0.916 -4.284  0.004
C29 -3.926 0.586 -4.759  0.001
H43 -4.028 0.088 -2.637  0.001
C30 -1.704 1.141 -5.575  0.001
H44 -0.077 1.014 -4.209  0.001
C31 -3.075 0.955 -5.813  -0.001
H45 -4.997 0.398 -4.888  0.000
H46 -1.065 1.425 -6.430  0.000
H47 -3.507 1.078 -6.814  0.000
Cl1 -0.698 4.337 4.338  0.231
C32 -1.038 2.671 4.590  0.218
C33 -1.750 2.227 5.707  0.012
C34 -2.022 0.860 5.802  0.084
C35 -1.566 0.017 4.771  0.226
N3 -0.825 0.437 3.745  0.039
C36 -0.572 1.749 3.636  0.214
H48 -2.069 2.943 6.455  -0.002
H49 -2.568 0.419 6.631  0.002
H50 -1.816 -1.052 4.771  0.008
H51 0.003 2.116 2.783  0.011



3.
DFT (wB97M-V/def2-TZVPD) results for 4 unconnected molecules or ions with the total composition C2H10O4.

Calculated values
E_HOMO: -10.1 eV
E: -383.1429 Eh
LUMO level: 0.0225 hartree
ΔE to the lowest compared entry with this formula, charge and spin: 7.9 kcal per mole
frontier orbital gap: 10.69 eV
total charge: 0
SMILES string: CC=O.O.O.O

Each line ends with the Mulliken charge.
Geometry (Å):
C1 -1.098 -1.678 1.595  -0.949
C2 -0.294 -1.030 0.504  0.247
O1 0.865 -0.732 0.653  -0.506
H1 -1.669 -0.917 2.127  0.281
H2 -0.442 -2.253 2.235  0.284
H3 -1.859 -2.360 1.193  0.312
H4 -0.827 -0.833 -0.442  0.345
O2 2.231 -1.106 -1.943  -0.700
H5 2.420 -1.245 -1.010  0.312
H6 2.273 -0.159 -2.087  0.325
O3 -0.381 -1.635 -2.906  -0.652
H7 -0.520 -2.584 -2.966  0.320
H8 0.553 -1.563 -2.635  0.379
O4 -1.432 5.621 2.562  -0.639
H9 -1.168 4.766 2.218  0.319
H10 -0.621 6.069 2.812  0.320